Formula: C31H55BrClN2O7
Source: OMol25
Level of theory: ωB97M-V/def2-TZVPD

highest occupied orbital energy = -11.42 eV
maximum force = 4.361 eV/Å
charge = +1
lowest unoccupied orbital energy = -0.1573 Eh
calculated total energy = -132902.8936 eV

Each line ends with the Mulliken charge.
Atoms and positions in Å:
C (-3.15956, 0.45300, -2.78640)  -0.804
C (-2.54397, 1.03669, -4.14771)  -0.385
C (-1.02760, 1.56226, -4.05789)  -0.561
Br (0.30469, 0.22260, -4.76862)  -0.032
C (-0.60332, 2.16871, -2.64242)  1.145
C (-0.51200, 3.73074, -2.41592)  -0.982
C (-0.86552, 4.82399, -3.52358)  -1.754
C (-2.32177, 5.46259, -3.19118)  0.330
C (-3.10117, 5.94557, -4.53553)  -1.098
Cl (-3.38581, 4.17650, -2.35004)  -0.200
C (-0.04633, 4.29348, -1.02308)  0.612
C (0.08889, 5.85390, -0.68576)  -0.591
C (1.64167, 6.26739, -0.41138)  -0.565
C (1.82879, 7.08084, 0.96485)  -0.859
C (1.60719, 6.08836, 2.20705)  0.270
C (1.73083, 6.78413, 3.65391)  -0.693
O (2.57357, 6.04531, 4.58677)  -0.416
C (2.04539, 4.71382, 4.81425)  -0.497
N (0.27073, 3.39600, 0.08163)  0.495
C (0.20368, 1.95619, -0.01640)  -0.361
O (0.57861, 1.23528, 1.13514)  -0.393
C (-0.56507, 0.63602, 1.81309)  -0.317
C (-0.88838, 1.25872, 3.25169)  -0.003
C (-2.26755, 0.53583, 3.74610)  -1.116
O (-1.12691, 2.68050, 3.14797)  -0.519
C (-0.22662, 1.29772, -1.37815)  1.092
C (-0.26821, -0.29596, -1.39862)  -0.544
C (1.18252, -0.95015, -1.04062)  0.107
C (2.42252, -0.55152, -1.96591)  -0.996
N (1.33978, -1.77776, -0.01342)  -0.437
H (-2.99303, 1.09632, -1.86056)  0.126
H (-4.30698, 0.41472, -2.94075)  0.381
H (-2.82786, -0.63341, -2.68445)  0.248
H (-2.57029, 0.20937, -4.93410)  0.345
H (-3.25253, 1.86425, -4.53237)  0.255
H (-0.95226, 2.44058, -4.80627)  0.227
H (-0.75469, 4.47320, -4.60146)  0.516
H (-0.10603, 5.68870, -3.39340)  0.386
H (-2.25995, 6.32224, -2.42203)  0.332
H (-3.77003, 6.85408, -4.29164)  0.322
H (-2.35320, 6.21957, -5.36998)  0.326
H (-3.80977, 5.13844, -4.94016)  0.290
H (-0.47011, 6.05693, 0.28848)  0.384
H (-0.31084, 6.54327, -1.49828)  0.129
H (2.08660, 6.88597, -1.26623)  0.342
H (2.21359, 5.26262, -0.34370)  0.270
H (2.94352, 7.39482, 0.99289)  0.378
H (1.21951, 8.05084, 1.01278)  0.332
H (2.44503, 5.29447, 2.15865)  0.208
H (0.55644, 5.60750, 2.13507)  0.013
H (2.12963, 7.85466, 3.63187)  0.336
H (0.67378, 6.82916, 4.11853)  0.319
H (0.93649, 4.62029, 4.50815)  0.187
H (2.65704, 3.97988, 4.18179)  0.186
H (2.17213, 4.40245, 5.90477)  0.293
H (0.58708, 3.81154, 0.98394)  0.176
H (-0.29472, -0.47848, 1.97476)  0.129
H (-1.48574, 0.70127, 1.14094)  0.296
H (-0.10538, 0.96844, 4.03776)  0.334
H (-2.59665, 0.87971, 4.78049)  0.331
H (-2.05399, -0.59752, 3.72317)  0.336
H (-3.06046, 0.81076, 2.94835)  0.321
H (-1.91320, 2.86193, 2.57810)  0.361
H (-0.73427, -0.75694, -2.32863)  0.231
H (-0.94778, -0.61354, -0.51492)  0.366
H (3.30287, -0.21358, -1.31950)  0.290
H (2.11188, 0.36125, -2.58940)  0.237
H (2.65695, -1.46974, -2.61688)  0.308
H (0.41679, -1.89642, 0.43724)  0.245
O (2.69048, -8.72161, 1.40766)  -0.569
C (3.03007, -7.71735, 0.82240)  0.759
O (3.53091, -6.67427, 1.50848)  -0.354
C (4.12299, -5.51657, 0.90015)  -0.638
C (3.06356, -4.50357, 0.51715)  -0.689
C (2.81543, -7.58150, -0.65888)  -0.936
H (4.76159, -5.79784, 0.05888)  0.379
H (4.78266, -5.07899, 1.65379)  0.349
H (2.37007, -4.90732, -0.22314)  0.231
H (3.52141, -3.60215, 0.10521)  0.295
H (2.46731, -4.22678, 1.39000)  0.287
H (1.78614, -7.26958, -0.84396)  0.201
H (2.98611, -8.55476, -1.12258)  0.335
H (3.50135, -6.88878, -1.14160)  0.333
O (-2.58472, -7.03129, -0.90971)  -0.590
C (-2.40337, -7.84989, -0.03414)  0.764
O (-2.04816, -7.44753, 1.19907)  -0.383
C (-1.98258, -8.31006, 2.34681)  -0.435
C (-0.64951, -9.02627, 2.41402)  -0.790
C (-2.48201, -9.32142, -0.32833)  -0.911
H (-2.83244, -8.99694, 2.37086)  0.359
H (-2.08611, -7.66251, 3.22128)  0.315
H (-0.49484, -9.67327, 1.54873)  0.226
H (-0.58487, -9.63678, 3.31736)  0.399
H (0.17081, -8.30439, 2.41843)  0.177
H (-1.53245, -9.65277, -0.75135)  0.241
H (-3.27798, -9.48523, -1.05700)  0.307
H (-2.73053, -9.93090, 0.53760)  0.318

Forces on the atoms, in the same order (eV/Å):
C -1.029 -0.305 -1.005
C -0.468 -0.263 0.337
C -0.518 1.778 0.027
Br -0.908 0.874 0.520
C 1.473 1.650 3.758
C 1.293 -1.598 2.317
C 0.184 0.527 1.448
C -0.351 0.216 -1.057
C -0.116 0.226 0.307
Cl 0.501 0.914 -0.516
C -0.753 -1.920 -1.517
C 0.758 -0.281 0.263
C -0.021 -0.337 0.368
C 1.064 -0.660 -0.005
C 0.280 0.484 0.003
C -0.758 0.003 0.530
O -1.447 -0.222 -0.856
C 0.086 -0.788 -0.281
N -0.838 -1.270 -2.975
C -0.570 0.590 -2.391
O -1.397 1.875 -2.397
C -0.571 -1.439 1.177
C -1.862 -1.087 -0.208
C 0.945 -0.037 -1.150
O 0.350 -0.436 -0.321
C 0.108 2.055 0.048
C 0.276 -0.041 1.501
C 0.313 -0.937 1.350
C -1.019 0.277 0.593
N -0.944 2.600 -3.060
H 0.068 -0.949 -1.289
H 1.858 0.021 0.273
H -0.394 1.574 0.311
H 0.080 1.164 1.052
H 1.482 -1.029 0.668
H 0.086 -1.621 1.277
H -0.419 0.213 1.601
H -1.168 -1.448 -0.360
H 0.034 -1.547 -1.363
H 1.206 -1.411 -0.414
H -1.124 -0.314 1.424
H 1.270 1.012 0.718
H 0.465 -0.348 -1.409
H 0.276 -1.317 1.124
H -0.809 -1.051 1.069
H -0.546 1.818 -0.055
H -1.811 -0.373 -0.008
H 0.614 -1.553 -0.100
H -1.451 1.049 -0.026
H 1.674 0.516 0.142
H -0.347 -1.603 -0.210
H 1.470 0.071 -0.726
H 1.619 0.204 0.577
H -0.928 0.806 0.820
H -0.166 0.704 -1.437
H -0.351 -0.485 -0.764
H -0.457 1.803 -0.345
H 1.118 -0.002 0.953
H -0.777 1.156 -1.383
H 0.580 -0.448 -1.477
H -0.702 1.700 0.188
H 1.019 -0.622 1.439
H 0.765 -0.587 0.760
H 0.931 0.975 1.115
H 0.967 0.471 -1.504
H -1.163 -0.883 -0.871
H 0.575 -1.594 0.686
H -0.127 1.608 0.910
H 0.474 -0.107 -0.194
O 0.315 0.847 -0.126
C -0.449 -0.584 0.099
O 0.285 -0.170 0.437
C -0.167 0.194 -0.130
C -0.077 -0.075 -0.065
C 0.478 -0.148 -0.458
H -0.125 -0.059 0.010
H -0.122 -0.280 0.059
H 0.088 0.048 -0.045
H -0.068 -0.050 0.073
H 0.157 0.033 -0.048
H 0.058 -0.005 0.014
H -0.235 0.040 0.164
H -0.154 0.157 0.027
O 0.191 -0.284 0.829
C 0.075 0.197 -0.653
O -0.246 0.520 0.055
C 0.222 -0.291 0.125
C 0.097 0.009 -0.152
C -0.576 -0.346 0.104
H 0.055 0.032 -0.137
H -0.056 0.129 -0.282
H -0.037 -0.035 0.094
H -0.006 0.057 -0.052
H -0.079 -0.081 0.081
H -0.056 0.014 0.047
H 0.249 0.130 -0.089
H 0.232 -0.021 0.034